1.
11
Properties=species:S:1:pos:R:3 method="wB97M-V/def2-TZVPD" homo_energy_ha=-0.2885 orbital_gap_ev=7.744
C 0.03871 0.14271 -1.02736
C -1.25809 -0.14907 -0.73532
C 0.16310 0.14457 1.16217
H 2.44121 -0.43890 -2.02423
H -2.24700 -0.13399 -1.35563
H -1.85557 -0.72094 1.24036
H 1.35815 0.72624 2.27823
N -1.02863 -0.41424 0.65651
N 0.45987 0.34472 2.33353
O 0.99423 0.29578 -0.01525
S 0.93400 0.20312 -2.51299

=====

2.
75
Properties=species:S:1:pos:R:3 method="wB97M-V/def2-TZVPD" homo_energy_ha="-0.2681 / -0.2657" s_squared=16.032 spin_multiplicity=8 orbital_gap_ev="7.033 / 5.402"
C -1.66597 -0.07316 -3.59362
C -0.19487 -0.36949 -3.57488
H -1.83548 1.00360 -3.75380
H -2.17400 -0.41080 -2.67907
H -2.13386 -0.60525 -4.43273
C 0.60390 -0.08684 -4.61866
C 0.24899 0.77563 -5.76731
H 1.59011 -0.55563 -4.75560
H -0.22806 1.73335 -5.47902
H -0.36168 0.18898 -6.47193
H 1.17732 0.98636 -6.31367
Gd -1.65426 -1.29384 0.27195
Cl -3.75685 -2.46419 -0.50113
Cl -0.37933 -3.63507 -0.38312
C 0.18842 -2.66880 2.59529
O -0.36592 -1.62392 2.16286
N 1.10541 -2.63273 3.54982
C 1.47853 -1.34505 4.13865
C 1.83235 -3.85780 3.87666
H -0.04222 -3.66047 2.17095
H 0.58265 -0.83546 4.50948
H 1.95126 -0.68946 3.39467
H 2.16372 -1.51953 4.96501
H 1.10274 -4.66375 3.99914
H 2.39108 -3.74104 4.81011
H 2.51189 -4.15155 3.05960
H -5.49491 3.44250 0.84953
H -2.69689 3.24031 -1.66262
C -4.46462 3.71583 1.09639
C -2.67802 3.69445 -0.66825
N -3.54564 2.96169 0.24807
H -4.28321 3.50424 2.16572
C -3.48973 1.62749 0.29699
O -2.58609 0.93984 -0.24696
H -1.63745 3.77006 -0.32505
H -4.31483 1.14456 0.82799
H -4.31608 4.77695 0.88064
H -3.08843 4.70147 -0.73442
O -0.24692 -0.82949 -1.22800
C 0.37151 -1.15090 -2.40440
C 2.85567 -0.33297 -2.81095
C 1.91333 -1.31622 -2.41470
H 2.50560 0.66079 -3.08513
C 4.23175 -0.59754 -2.92087
H 0.02236 -2.19740 -2.46277
C 2.43930 -2.55108 -2.03042
H 4.90186 0.19981 -3.25961
C 4.71419 -1.86891 -2.62571
C 3.79396 -2.85620 -2.19830
H 1.73810 -3.27734 -1.59649
H 5.78266 -2.08506 -2.71170
H 4.13284 -3.88217 -2.01717
Si 2.08522 1.58734 -0.12297
Cl 1.35696 2.37276 -1.90004
C 3.87960 2.04898 -0.22930
C 2.37308 -0.27381 0.38653
C 0.60520 2.02039 0.94710
H 4.46280 1.29779 0.35974
H 4.04104 2.98835 0.23260
H 4.29966 2.12781 -1.25117
H -0.36704 2.02761 0.41228
H 0.82550 3.01624 1.37153
H 0.49161 1.28715 1.76257
H 3.03812 -0.79733 -0.29742
H 1.48643 -0.88725 0.54139
H 2.89128 -0.23160 1.34682
N -3.50243 1.33844 5.40443
N -3.56217 0.63899 4.18714
N -4.19342 -0.53848 4.15555
C -3.70134 -1.07530 3.02877
N -2.81083 -0.27979 2.40885
N -2.63854 0.78935 3.20066
H -3.47995 2.34742 5.23338
H -4.31245 1.03817 5.94231
H -3.96450 -2.08208 2.73775

=====

3.
39
Properties=species:S:1:pos:R:3 method="wB97M-V/def2-TZVPD" homo_energy_ha=-0.3039 orbital_gap_ev=8.879 smiles=COC(C)(C)[C@H]1CCCN1c1ccnc2[nH]ncc12
C 3.19292 2.37290 0.22144
O 2.31835 2.09531 -0.91994
C 1.40219 0.96723 -0.80569
C 2.19070 -0.36753 -0.61901
C 0.75841 0.81773 -2.20545
C 0.37211 1.08124 0.36109
C -0.23297 2.51475 0.45784
C -1.70329 2.35337 0.77741
C -2.05809 0.95995 0.18917
N -0.78166 0.20134 0.17222
C -0.79634 -1.11974 0.62741
C -0.08444 -1.53542 1.72880
C -0.11438 -2.88176 2.11036
N -0.86119 -3.81233 1.46728
C -1.49082 -3.40609 0.37952
N -2.30231 -4.07246 -0.50115
N -2.78215 -3.29211 -1.52380
C -2.29659 -2.08805 -1.26998
C -1.50879 -2.07541 -0.04299
H 3.58534 1.43626 0.65102
H 2.64737 2.91698 1.00267
H 4.03013 2.96311 -0.13727
H 1.61983 -1.28273 -0.70837
H 3.00010 -0.42664 -1.32107
H 2.60069 -0.39851 0.39582
H 1.51972 0.75112 -2.96950
H 0.13262 1.69490 -2.48143
H 0.12255 -0.09016 -2.25212
H 0.87120 0.86479 1.30344
H 0.25584 3.16302 1.20187
H -0.12600 2.97128 -0.53687
H -1.84134 2.36071 1.85432
H -2.30482 3.19431 0.33094
H -2.76755 0.39070 0.81211
H -2.49795 1.07427 -0.79927
H 0.46005 -0.82932 2.35121
H 0.48283 -3.19788 2.95472
H -2.50132 -5.03290 -0.34641
H -2.51095 -1.23623 -1.91034

=====

The following energy relative to the best compared isomer or geometry (same formula, charge and spin) values (in kJ/mol) correspond, in order, to the records above: 343.0 305.0 119.6.
The following total energy values (in eV) correspond, in order, to the records above: -19035.49323 -105264.77879 -22849.43921.